# 1
{"formula": "C3HO3", "method": "ωB97M-V with the def2-TZVPD basis set", "total_energy_ha": -340.6471, "total_charge": -1, "largest_force_ha_per_bohr": 0.0744, "species": ["C", "C", "C", "O", "O", "O", "H"], "positions_angstrom": [[-2.026438, -0.096680, 0.003314], [-0.909177, -0.491894, -0.184320], [1.722584, 0.409891, -0.019323], [1.317918, 1.463745, -0.243578], [2.574259, -0.294772, 0.397244], [0.267583, -0.916451, -0.415175], [-2.946730, -0.073839, 0.461839]], "forces_ev_per_a": [[-0.979, 0.560, -0.145], [3.491, -1.433, -0.619], [1.505, -1.816, 1.277], [-1.587, 2.299, -1.007], [0.063, -0.684, -0.221], [-1.125, 0.822, 0.161], [-1.368, 0.252, 0.554]], "mulliken_charge": [-0.53, 0.19, 0.73, -0.45, -0.51, -0.74, 0.31]}



# 2
{"formula": "C3HO3S", "method": "ωB97M-V with the def2-TZVPD basis set", "total_energy_ha": -738.8442, "total_charge": -1, "largest_force_ha_per_bohr": 0.0647, "species": ["C", "C", "C", "O", "O", "O", "S", "H"], "positions_angstrom": [[0.227158, 0.480983, 0.826454], [-1.329005, -0.564469, -0.371909], [1.195255, 0.047398, 0.050709], [-1.745528, 0.079984, -1.248858], [-0.285550, 1.184918, 1.656463], [-1.223597, -1.487023, 0.320697], [1.741661, 1.344242, -1.018388], [1.419606, -1.086032, -0.215169]], "forces_ev_per_a": [[-0.147, 2.305, 2.161], [-0.407, 0.155, -1.539], [0.809, -2.397, -2.159], [0.044, 0.907, -0.143], [0.161, -1.423, -0.985], [-0.110, -1.835, 1.601], [0.311, -0.243, 0.106], [-0.662, 2.532, 0.958]], "mulliken_charge": [0.33, 0.63, -0.33, -0.41, -0.54, -0.41, -0.53, 0.26]}



# 3
{"formula": "C3HO4", "method": "ωB97M-V with the def2-TZVPD basis set", "total_energy_ha": -415.8849, "total_charge": -1, "largest_force_ha_per_bohr": 0.1054, "species": ["C", "C", "C", "O", "O", "O", "O", "H"], "positions_angstrom": [[1.533103, -0.083755, 0.092395], [-1.273938, 0.419812, 0.280370], [-0.291631, -0.535334, -0.254141], [-1.133462, 0.616248, -0.990038], [2.014148, 0.408871, -0.854178], [-1.956337, 0.914963, 1.111515], [1.744849, -0.330772, 1.213768], [-0.636732, -1.410030, -0.599691]], "forces_ev_per_a": [[-3.720, -0.625, -1.228], [0.875, -1.742, -0.907], [1.709, 4.742, 1.990], [0.468, 0.182, -1.199], [1.651, 1.442, -3.144], [-0.698, 0.577, 1.435], [0.930, -1.203, 4.077], [-1.216, -3.372, -1.024]], "mulliken_charge": [0.49, 0.58, -0.33, -0.40, -0.54, -0.61, -0.54, 0.36]}



# 4
{"formula": "C3HO4", "method": "ωB97M-V with the def2-TZVPD basis set", "total_energy_ha": -415.9072, "smiles": "O=C([O-])[C@@H]1OC1=O", "total_charge": -1, "largest_force_ha_per_bohr": 0.0759, "species": ["O", "C", "O", "C", "O", "C", "O", "H"], "positions_angstrom": [[2.029991, 0.174297, -0.839400], [1.061909, -0.497799, -0.607540], [0.824308, -1.670858, -0.888568], [0.060055, 0.309550, 0.236591], [-0.754132, -0.406588, 1.178866], [-1.381560, 0.309266, 0.200400], [-2.471598, 0.659159, -0.113919], [0.631026, 1.122973, 0.833571]], "forces_ev_per_a": [[3.107, 2.133, -1.013], [-1.645, -0.990, 0.473], [-0.853, -0.924, -0.031], [1.963, 1.869, 0.679], [-2.812, -0.797, 0.217], [1.570, -0.062, 1.196], [-0.229, -0.352, -0.011], [-1.102, -0.877, -1.509]], "mulliken_charge": [-0.67, 0.44, -0.72, 0.15, -0.36, 0.52, -0.55, 0.20]}



Q: What is the formula in the second record?
A: C3HO3S



Q: Number 4 is which compound?
A: C3HO4